[1]
{"formula": "C5H15N3O", "method": "ωB97M-V/def2-TZVPD", "homo_lumo_gap_ev": 9.47, "de_lowest_ev": 1.809, "charge": 0, "fmax_ha_per_bohr": 0.067, "smiles": "CN(C)COC(C)(N)N", "homo_energy_ev": -8.547, "elements": ["C", "N", "C", "C", "O", "C", "C", "N", "N", "H", "H", "H", "H", "H", "H", "H", "H", "H", "H", "H", "H", "H", "H", "H"], "xyz": [[1.262380, 2.226012, -0.029176], [0.241315, 1.760844, -0.942657], [0.865582, 0.690610, -2.040261], [-0.887989, 1.133629, -0.365658], [-0.764790, -0.336625, -0.531464], [-0.680740, -1.216764, 0.597604], [0.622332, -1.049609, 1.380678], [-1.798566, -0.928765, 1.471579], [-0.742411, -2.570015, 0.081379], [1.769162, 1.421075, 0.527021], [0.833795, 2.920710, 0.700672], [2.021959, 2.760259, -0.607651], [0.211671, 0.094525, -2.669645], [1.336245, 1.400730, -2.713016], [1.611519, 0.083708, -1.520676], [-1.029517, 1.356360, 0.692825], [-1.776278, 1.367702, -0.962262], [1.472236, -1.111297, 0.702627], [0.631638, -0.083530, 1.878164], [0.704649, -1.843994, 2.120342], [-2.669547, -1.043026, 0.966092], [-1.793456, -1.574683, 2.249824], [0.095054, -2.795473, -0.441145], [-1.536243, -2.662385, -0.545195]], "forces_ev_per_angstrom": [[0.3, -0.3, -0.1], [0.7, -2.1, -2.3], [0.3, 3.2, 1.3], [-0.3, -1.7, -0.1], [-0.5, 0.3, 0.8], [0.0, 0.3, -0.2], [-0.3, 0.0, -0.2], [0.0, 0.2, 0.1], [0.0, 0.0, 0.1], [0.0, 0.0, 0.0], [0.0, -0.1, -0.2], [0.0, 0.0, 0.2], [-0.6, 0.2, 0.7], [0.5, -0.1, -0.1], [-0.2, 0.0, -0.2], [-0.1, 0.2, -0.1], [0.0, 0.0, 0.3], [0.0, 0.0, 0.0], [0.0, 0.0, 0.0], [0.0, 0.0, 0.1], [0.0, -0.1, 0.0], [-0.1, -0.1, 0.0], [0.0, 0.0, -0.1], [0.1, 0.1, 0.0]]}

---

[2]
{"formula": "C5H15N3O", "method": "ωB97M-V/def2-TZVPD", "homo_lumo_gap_ev": 8.03, "de_lowest_ev": 3.444, "charge": 0, "fmax_ha_per_bohr": 0.066, "smiles": "N/N=C(\\N)O.C=CC.C", "homo_energy_ev": -7.590, "elements": ["N", "N", "C", "N", "O", "H", "H", "H", "H", "H", "C", "C", "C", "H", "H", "H", "H", "H", "H", "C", "H", "H", "H", "H"], "xyz": [[-0.536273, 2.070682, -1.416842], [-0.254628, 1.211175, -0.329352], [-0.229221, 1.760088, 0.853898], [-0.556979, 3.079124, 1.095426], [0.117741, 1.037955, 1.885001], [-1.503447, 2.391773, -1.390307], [-0.397375, 1.535748, -2.266324], [-0.370825, 3.711830, 0.332366], [-0.306301, 3.402190, 2.016689], [0.705544, 0.041506, 1.537703], [1.436269, -1.289887, 1.202105], [0.977617, -1.851584, 0.033932], [1.403268, -1.374002, -1.306826], [1.343016, -1.872757, 2.110386], [2.378645, -0.754183, 1.145305], [0.457383, -2.798131, 0.064193], [1.807768, -0.366090, -1.245917], [0.554306, -1.350327, -1.998679], [2.165913, -2.056210, -1.706897], [-1.804020, -1.347583, -0.113502], [-2.749253, -0.806981, -0.123748], [-1.784196, -2.010889, -0.971237], [-1.765394, -1.916606, 0.807035], [-1.089558, -0.446845, -0.214406]], "forces_ev_per_angstrom": [[0.0, 0.7, 0.1], [0.5, 0.4, 1.0], [0.2, -0.1, -2.2], [-0.1, -0.4, 0.4], [1.5, -2.4, 0.2], [0.0, -0.2, -0.1], [-0.1, 0.0, 0.2], [0.0, -0.1, -0.1], [0.1, 0.1, -0.1], [-2.0, 2.7, 0.5], [0.5, -1.8, -1.1], [1.5, 0.5, 1.2], [-0.2, 0.2, -0.1], [-0.4, 0.1, 0.1], [-0.2, 0.7, -0.1], [-0.6, 0.2, 0.1], [0.1, 0.0, 0.0], [0.2, -0.1, 0.1], [-0.2, 0.0, 0.0], [0.0, 1.6, -0.3], [-0.4, -0.3, 0.0], [0.1, -0.1, -0.2], [0.3, 0.0, 0.2], [-0.6, -1.8, 0.3]]}

---

[3]
{"formula": "C5H15N4", "method": "ωB97M-V/def2-TZVPD", "homo_lumo_gap_ev": 10.74, "de_lowest_ev": 0.787, "charge": 1, "fmax_ha_per_bohr": 0.096, "homo_energy_ev": -13.585, "elements": ["C", "C", "C", "C", "C", "N", "N", "N", "N", "H", "H", "H", "H", "H", "H", "H", "H", "H", "H", "H", "H", "H", "H", "H"], "xyz": [[1.314359, 0.200027, 0.528452], [3.073550, -1.425591, 0.053081], [0.844385, -1.764464, -1.034523], [1.851355, -0.713747, -0.581595], [-0.363000, 0.870148, 0.414340], [1.967007, 0.510356, 1.557907], [-0.536837, 2.132679, 0.211430], [-1.353584, 0.022823, 0.607461], [-4.002188, 0.659666, 0.270523], [2.778076, -2.228134, 0.690081], [3.628844, -1.888188, -0.751900], [3.596613, -0.634964, 0.575543], [1.416536, -2.479269, -1.493988], [0.196397, -1.485500, -1.917710], [0.316450, -2.254851, -0.250850], [2.231894, -0.173548, -1.386281], [1.451378, 1.134639, 2.184834], [0.011036, 2.968326, 0.219188], [-1.586620, 2.293592, 0.242724], [-2.421939, 0.297937, 0.562093], [-1.042359, -0.900639, 0.378637], [-4.558664, 0.842077, 1.001472], [-4.210250, -0.203835, -0.200686], [-4.272445, 1.256777, -0.439396]], "forces_ev_per_angstrom": [[-2.1, 1.4, -0.2], [-0.4, 0.8, -1.0], [-1.0, 2.1, -1.6], [-0.8, -1.3, 2.8], [4.1, -2.8, 0.1], [-0.9, 0.3, -0.4], [-4.3, 0.9, 0.2], [0.0, 0.9, -0.5], [3.1, -1.7, -2.4], [-0.3, -0.3, 0.8], [0.5, 0.2, -0.1], [0.7, -0.5, 0.1], [1.5, -2.2, -0.9], [0.1, 0.2, 1.3], [-0.5, -0.3, 0.7], [0.2, 1.3, -1.4], [0.2, -0.2, 0.0], [1.0, -0.3, 0.0], [1.8, 0.7, -0.2], [1.2, -0.1, -0.1], [-0.4, -0.7, 0.4], [-2.7, 0.3, 3.4], [-0.4, -0.9, 0.6], [-0.4, 2.2, -1.7]]}